No. 1
Here is 9 unconnected molecules or ions with the total composition C29H43BrFO25S at a distorted geometry from the Open Molecules 2025 dataset. Energies are from the ωB97M-V functional and the def2-TZVPD basis.

Bonds (Å) are listed after each position.
Positions of all 100 atoms, in Å:
1 O 4.289 -2.765 3.516  C2 1.380, H10 0.948
2 C 3.111 -2.166 3.116  O1 1.380, C3 1.492, H11 1.077, H12 1.072
3 C 2.108 -3.216 2.774  C2 1.492, C4 1.513, H13 1.060, H14 1.064
4 C 0.866 -2.543 2.232  C3 1.513, S5 1.811, H15 1.065, H16 1.061
5 S -0.465 -2.673 3.453  C4 1.811, Br6 2.175, C7 1.808
6 Br -0.108 -1.087 4.900  S5 2.175
7 C -2.041 -2.328 2.639  S5 1.808, C8 1.489, H17 1.062, H18 1.061
8 C -2.323 -0.939 2.182  C7 1.489, F9 1.331, H19 1.068, H20 1.066
9 F -1.438 -0.457 1.313  C8 1.331
10 H 4.919 -2.078 3.689  O1 0.948
11 H 2.696 -1.543 3.891  C2 1.077
12 H 3.228 -1.545 2.250  C2 1.072
13 H 2.488 -3.856 2.019  C3 1.060
14 H 1.892 -3.850 3.600  C3 1.064
15 H 0.525 -2.952 1.309  C4 1.065
16 H 1.035 -1.510 2.062  C4 1.061
17 H -2.075 -3.015 1.830  C7 1.062
18 H -2.777 -2.580 3.360  C7 1.061
19 H -2.444 -0.237 2.978  C8 1.068
20 H -3.253 -0.983 1.663  C8 1.066
21 C -1.180 -2.095 -1.472  C22 1.510, O26 1.439, H27 1.090, H28 1.084
22 C -1.873 -1.992 -2.810  C21 1.510, O23 1.436, H29 1.092, H30 1.085
23 O -0.800 -2.271 -3.723  C22 1.436, C24 1.352
24 C 0.143 -2.991 -3.074  O23 1.352, O25 1.174, O26 1.360
25 O 1.068 -3.505 -3.583  C24 1.174
26 O -0.119 -3.029 -1.740  C21 1.439, C24 1.360
27 H -1.830 -2.469 -0.682  C21 1.090
28 H -0.747 -1.150 -1.162  C21 1.084
29 H -2.653 -2.745 -2.941  C22 1.092
30 H -2.292 -1.008 -2.992  C22 1.085
31 C 0.843 2.457 -2.905  C32 1.508, O36 1.446, H37 1.081, H38 1.087
32 C 0.799 3.320 -1.669  C31 1.508, O33 1.444, H39 1.091, H40 1.085
33 O -0.408 2.858 -1.026  C32 1.444, C34 1.341
34 C -0.658 1.613 -1.456  O33 1.341, O35 1.188, O36 1.339
35 O -1.501 0.903 -1.011  C34 1.188
36 O 0.147 1.267 -2.469  C31 1.446, C34 1.339
37 H 1.852 2.225 -3.216  C31 1.081
38 H 0.300 2.893 -3.739  C31 1.087
39 H 1.646 3.141 -1.004  C32 1.091
40 H 0.738 4.380 -1.890  C32 1.085
41 C 6.270 -3.630 -0.048  C42 1.513, O46 1.438, H47 1.082, H48 1.092
42 C 4.937 -2.926 0.083  C41 1.513, O43 1.447, H49 1.090, H50 1.075
43 O 5.351 -1.544 0.204  C42 1.447, C44 1.354
44 C 6.578 -1.419 -0.356  O43 1.354, O45 1.182, O46 1.341
45 O 7.117 -0.387 -0.553  C44 1.182
46 O 7.098 -2.620 -0.649  C41 1.438, C44 1.341
47 H 6.221 -4.513 -0.672  C41 1.082
48 H 6.699 -3.898 0.920  C41 1.092
49 H 4.312 -3.042 -0.803  C42 1.090
50 H 4.382 -3.236 0.950  C42 1.075
51 C 5.050 -8.007 2.297  C52 1.513, O56 1.439, H57 1.085, H58 1.090
52 C 3.800 -7.534 3.006  C51 1.513, O53 1.441, H59 1.090, H60 1.085
53 O 3.541 -6.273 2.358  C52 1.441, C54 1.350
54 C 4.137 -6.299 1.147  O53 1.350, O55 1.183, O56 1.339
55 O 4.016 -5.448 0.334  C54 1.183
56 O 4.922 -7.376 1.011  C51 1.439, C54 1.339
57 H 5.103 -9.086 2.194  C51 1.085
58 H 5.964 -7.649 2.772  C51 1.090
59 H 2.949 -8.193 2.836  C52 1.090
60 H 3.937 -7.399 4.074  C52 1.085
61 C -2.482 1.758 -6.817  C62 1.513, O66 1.438, H67 1.085, H68 1.090
62 C -1.532 2.442 -7.776  C61 1.513, O63 1.439, H69 1.090, H70 1.085
63 O -1.208 3.653 -7.069  C62 1.439, C64 1.347
64 C -1.414 3.436 -5.755  O63 1.347, O65 1.185, O66 1.346
65 O -1.087 4.176 -4.889  C64 1.185
66 O -2.039 2.263 -5.546  C61 1.438, C64 1.346
67 H -2.414 0.676 -6.846  C61 1.085
68 H -3.520 2.055 -6.970  C61 1.090
69 H -0.616 1.874 -7.935  C62 1.090
70 H -1.982 2.669 -8.737  C62 1.085
71 C -1.679 3.017 5.876  C72 1.516, O76 1.428, H77 1.087, H78 1.093
72 C -1.858 1.698 6.600  C71 1.516, O73 1.429, H79 1.089, H80 1.090
73 O -1.692 2.070 7.970  C72 1.429, C74 1.360
74 C -1.984 3.394 8.084  O73 1.360, O75 1.171, O76 1.360
75 O -2.102 3.965 9.099  C74 1.171
76 O -2.120 3.959 6.855  C71 1.428, C74 1.360
77 H -2.277 3.091 4.971  C71 1.087
78 H -0.635 3.227 5.630  C71 1.093
79 H -2.855 1.281 6.462  C72 1.089
80 H -1.116 0.951 6.320  C72 1.090
81 C -0.584 7.039 -6.610  C82 1.512, O86 1.434, H87 1.082, H88 1.092
82 C -0.908 8.014 -5.501  C81 1.512, O83 1.434, H89 1.091, H90 1.086
83 O -1.187 9.218 -6.228  C82 1.434, C84 1.357
84 C -1.563 8.877 -7.486  O83 1.357, O85 1.175, O86 1.356
85 O -2.015 9.623 -8.273  C84 1.175
86 O -1.347 7.557 -7.709  C81 1.434, C84 1.356
87 H -0.877 6.023 -6.379  C81 1.082
88 H 0.474 7.050 -6.880  C81 1.092
89 H -1.797 7.726 -4.938  C82 1.091
90 H -0.084 8.163 -4.809  C82 1.086
91 C -5.518 1.131 2.518  C92 1.514, O96 1.439, H97 1.085, H98 1.093
92 C -6.905 1.069 3.122  C91 1.514, O93 1.436, H99 1.090, H100 1.085
93 O -6.642 0.515 4.422  C92 1.436, C94 1.344
94 C -5.367 0.783 4.751  O93 1.344, O95 1.178, O96 1.361
95 O -4.903 0.619 5.822  C94 1.178
96 O -4.685 1.278 3.682  C91 1.439, C94 1.361
97 H -5.381 1.968 1.840  C91 1.085
98 H -5.247 0.206 2.004  C91 1.093
99 H -7.354 2.054 3.244  C92 1.090
100 H -7.586 0.435 2.565  C92 1.085

Values from the calculation:
* highest occupied orbital energy: -12.01 eV
* net charge: +1
* energy: -6083.69166 Eh

No. 2
Here is C5H15N3 in the gas phase at a distorted geometry from the Open Molecules 2025 dataset. Energies are from the ωB97M-V functional and the def2-TZVPD basis.

Bonds (Å) are listed after each position.
Positions of all 23 atoms, in Å:
1 N 2.861 -0.086 0.948  C2 1.465, H9 1.015, H10 1.015
2 C 1.903 -1.083 0.462  N1 1.465, C3 1.547, H11 1.083, H12 1.091
3 C 1.315 -0.882 -0.954  C2 1.547, C4 1.524, H13 1.084, H14 1.088
4 C 0.841 0.532 -1.270  C3 1.524, C5 1.547, H15 1.092, H16 1.093
5 C -0.265 1.023 -0.308  C4 1.547, N6 1.456, H17 1.093, H18 1.104
6 N -1.303 0.034 -0.055  C5 1.456, C7 1.469, H19 1.018
7 C -2.438 0.598 0.689  N6 1.469, N8 1.457, H20 1.089, H21 1.085
8 N -3.642 -0.218 0.621  C7 1.457, H22 1.017, H23 1.015
9 H 3.659 -0.008 0.324  N1 1.015
10 H 2.422 0.829 0.933  N1 1.015
11 H 1.154 -1.163 1.241  C2 1.083
12 H 2.411 -2.048 0.439  C2 1.091
13 H 2.102 -1.168 -1.643  C3 1.084
14 H 0.451 -1.538 -1.043  C3 1.088
15 H 0.491 0.562 -2.304  C4 1.092
16 H 1.647 1.264 -1.176  C4 1.093
17 H -0.792 1.866 -0.763  C5 1.093
18 H 0.266 1.409 0.579  C5 1.104
19 H -0.922 -0.696 0.543  N6 1.018
20 H -2.667 1.578 0.274  C7 1.089
21 H -2.220 0.755 1.739  C7 1.085
22 H -3.803 -0.452 -0.356  N8 1.017
23 H -3.473 -1.109 1.079  N8 1.015

Values from the calculation:
* highest occupied orbital energy: -9.15 eV
* energy: -363.75460 Eh
* SMILES: NCCCCNCN

No. 3
Here is 11 unconnected molecules or ions with the total composition C3H26NO11S at a distorted geometry from the Open Molecules 2025 dataset. Energies are from the ωB97M-V functional and the def2-TZVPD basis.

Bonds (Å) are listed after each position.
Positions of all 42 atoms, in Å:
1 O -2.513 -0.025 -0.327  C2 1.253
2 C -1.897 0.271 -1.377  O1 1.253, C3 1.569, H7 1.075
3 C -2.064 -0.348 -2.809  C2 1.569, C4 1.472, N6 1.410, H8 1.177
4 C -0.749 -0.983 -3.004  C3 1.472, S5 1.740, H9 1.133, H10 1.033
5 S -0.444 -2.285 -1.892  C4 1.740
6 N -3.194 -1.170 -3.001  C3 1.410, H11 0.957, H12 1.092
7 H -1.292 1.159 -1.381  C2 1.075
8 H -2.318 0.363 -3.712  C3 1.177
9 H -0.663 -1.146 -4.122  C4 1.133
10 H 0.003 -0.274 -3.015  C4 1.033
11 H -3.639 -1.653 -2.306  N6 0.957
12 H -2.815 -1.636 -3.913  N6 1.092
13 H -0.581 -2.780 2.318  O15 0.982
14 H -0.342 -2.474 0.798  O15 0.942
15 O -0.118 -2.204 1.672  H13 0.982, H14 0.942
16 H -3.895 1.255 1.927  O18 0.946
17 H -2.386 1.216 1.499  O18 1.012
18 O -3.076 1.713 2.049  H16 0.946, H17 1.012
19 H 0.693 0.982 0.921  O21 1.040
20 H -0.225 -0.248 0.548  O21 0.940
21 O -0.029 0.626 0.263  H19 1.040, H20 0.940
22 H -1.000 3.483 -0.046  O24 1.034
23 H -2.401 3.321 0.496  O24 0.940
24 O -1.841 4.023 0.219  H22 1.034, H23 0.940
25 H 4.662 -0.551 1.836  O27 0.874
26 H 3.216 -0.994 2.076  O27 0.962
27 O 3.884 -0.306 2.151  H25 0.874, H26 0.962
28 H 1.389 0.541 2.714  O30 0.955
29 H 2.752 0.984 2.075  O30 0.960
30 O 1.809 1.155 2.116  H28 0.955, H29 0.960
31 H -0.896 -0.745 2.451  O33 0.939
32 H -1.167 0.420 3.368  O33 0.977
33 O -0.479 -0.225 3.111  H31 0.939, H32 0.977
34 H 1.791 -1.565 -1.232  O36 1.008
35 H 2.051 -0.272 -0.459  O36 0.869
36 O 2.469 -0.913 -0.870  H34 1.008, H35 0.869
37 H 2.751 3.685 -0.753  O39 0.974
38 H 2.068 2.379 -1.390  O39 1.011
39 O 2.436 3.299 -1.590  H37 0.974, H38 1.011
40 H 2.176 -3.224 1.188  O42 0.924
41 H 2.919 -2.111 0.343  O42 0.956
42 O 2.955 -2.743 1.060  H40 0.924, H41 0.956

Values from the calculation:
* highest occupied orbital energy: -4.04 eV
* net charge: -1
* energy: -1410.46445 Eh

Energy above the lowest of the compared OMol25 structures with the same formula, charge and spin? In order: 13.1, 20.4, 36.6 kcal/mol.